No. 1
# C31H33BrCoFN3O5P

A molecular structure, C31H33BrCoFN3O5P in a non-equilibrium geometry (ωB97M-V/def2-TZVPD, the Open Molecules 2025 dataset).

Element x y z (Å)
Co -1.26 -1.49 -2.12
C -0.40 5.59 -0.05
C 0.48 5.09 -1.19
N 0.49 3.63 -1.29
C -0.44 3.05 -2.10
C -0.58 1.71 -2.27
C -1.73 1.22 -3.13
O -2.31 2.02 -3.85
O -2.05 -0.02 -2.97
C 0.30 0.83 -1.58
O 0.39 -0.40 -1.80
C 1.15 1.44 -0.57
C 1.90 0.64 0.28
C 2.73 1.20 1.21
F 3.37 0.35 2.06
C 2.91 2.58 1.32
C 2.15 3.38 0.46
C 1.25 2.84 -0.47
N 3.84 3.20 2.18
C 3.51 4.44 2.86
C 4.72 5.39 2.72
N 5.94 4.54 2.57
C 5.87 3.37 3.51
C 4.79 2.41 2.97
H -0.38 6.68 0.00
H -0.06 5.19 0.91
H -1.43 5.27 -0.21
H 1.51 5.45 -1.09
H 0.10 5.48 -2.14
H -1.08 3.71 -2.67
H 1.82 -0.44 0.20
H 2.27 4.45 0.52
H 3.30 4.25 3.92
H 2.63 4.91 2.45
H 4.83 6.03 3.59
H 4.64 6.01 1.83
H 6.79 5.08 2.70
H 5.94 4.15 1.62
H 5.63 3.76 4.50
H 6.84 2.88 3.55
H 4.32 1.89 3.81
H 5.26 1.67 2.33
C -4.64 -1.31 -0.20
P -2.82 -1.53 -0.23
C -2.31 -0.23 0.96
C -2.55 -3.09 0.65
C -3.32 -4.21 0.31
C -3.02 -5.45 0.85
C -1.95 -5.60 1.72
C -1.18 -4.49 2.05
C -1.48 -3.25 1.52
H -5.13 -2.06 -0.83
H -4.88 -0.33 -0.61
H -5.01 -1.39 0.82
H -2.74 -0.40 1.95
H -2.64 0.73 0.58
H -1.22 -0.21 1.04
H -4.14 -4.11 -0.39
H -3.62 -6.31 0.58
H -1.70 -6.57 2.11
H -0.33 -4.61 2.72
H -0.85 -2.40 1.78
Br -3.38 -8.85 -2.90
C -3.06 -6.99 -3.12
C -3.92 -6.25 -3.93
C -3.68 -4.90 -4.10
C -2.62 -4.29 -3.44
C -1.78 -5.03 -2.62
C -2.00 -6.40 -2.47
C -0.64 -4.42 -1.82
O 0.11 -5.14 -1.18
O -0.56 -3.12 -1.81
H -4.75 -6.73 -4.42
H -4.33 -4.32 -4.74
H -2.44 -3.24 -3.60
H -1.34 -6.98 -1.84

Properties
Highest occupied orbital energy (spin up / spin down)   -9.81 / -10.05 eV
Spin multiplicity   4
Electronic energy   -6139.41339 hartree
Total charge   +1
Gap between HOMO and LUMO (spin up / spin down)   6.30 / 6.54 eV


No. 2
# C31H33Cl3N6O2RbS2

A molecular structure, C31H33Cl3N6O2RbS2 in a non-equilibrium geometry (ωB97M-V/def2-TZVPD, the Open Molecules 2025 dataset).

Element x y z (Å)
Rb 0.55 -0.20 0.16
C -3.01 -0.48 -0.17
N -2.29 -1.36 0.73
C -2.34 -2.75 0.27
C -1.39 -3.02 -0.90
C 0.04 -3.38 -0.44
N 1.03 -2.72 -1.28
C 2.24 -2.54 -0.91
C 2.99 -2.82 0.33
C 4.35 -3.07 0.14
C 5.21 -3.42 1.16
C 4.67 -3.50 2.45
C 3.36 -3.20 2.70
C 2.45 -2.78 1.67
O 1.29 -2.36 1.96
C -2.73 -1.20 2.12
C -1.70 -0.58 3.07
C -1.58 0.96 3.05
N -0.57 1.45 2.14
C 0.30 2.25 2.62
C 1.45 2.85 1.95
C 2.33 3.56 2.77
C 3.51 4.11 2.31
C 3.82 3.94 0.95
C 2.97 3.28 0.10
C 1.72 2.72 0.54
O 0.94 2.16 -0.28
H -4.09 -0.70 -0.18
H -2.64 -0.57 -1.19
H -2.87 0.56 0.12
H -3.38 -3.02 0.01
H -2.05 -3.38 1.11
H -1.33 -2.14 -1.53
H -1.81 -3.82 -1.53
H 0.21 -4.46 -0.55
H 0.16 -3.14 0.62
H 2.88 -2.12 -1.69
H 4.74 -3.00 -0.88
H 6.25 -3.62 0.97
H 5.31 -3.78 3.28
H 2.95 -3.24 3.70
H -3.01 -2.18 2.51
H -3.65 -0.59 2.15
H -0.72 -1.04 2.88
H -1.98 -0.86 4.09
H -1.39 1.32 4.08
H -2.56 1.37 2.75
H 0.24 2.51 3.69
H 2.08 3.65 3.82
H 4.17 4.64 2.98
H 4.75 4.35 0.56
H 3.20 3.17 -0.95
C -2.30 3.50 -0.02
C -2.59 3.17 -1.44
N -2.01 2.20 -2.08
C -2.44 2.14 -3.38
C -3.39 3.04 -3.73
S -3.72 4.06 -2.40
C -1.80 1.15 -4.27
C -1.98 1.06 -5.62
S -1.00 -0.18 -6.25
C -0.39 -0.49 -4.66
N -0.91 0.26 -3.74
C 0.66 -1.52 -4.43
H -1.45 2.90 0.30
H -3.16 3.29 0.62
H -2.05 4.56 0.08
H -3.87 3.17 -4.68
H -2.62 1.66 -6.24
H 0.62 -2.30 -5.18
H 0.56 -1.95 -3.43
H 1.65 -1.05 -4.49
Cl 2.88 -1.77 6.31
C 2.03 -0.30 5.82
Cl 2.66 1.10 6.72
Cl 0.29 -0.47 6.11
C 2.24 -0.07 4.39
N 2.38 0.10 3.27

Properties
Energy above the lowest of the compared OMol25 structures with the same formula, charge and spin   0.0 kcal/mol
Highest occupied orbital energy   -4.01 eV
Electronic energy   -3881.18368 hartree
Total charge   -1
Gap between HOMO and LUMO   6.04 eV


No. 3
# C31H33ClGaN2O2Si2

A molecular structure, C31H33ClGaN2O2Si2 in a non-equilibrium geometry (ωB97M-V/def2-TZVPD, the Open Molecules 2025 dataset).

Element x y z (Å)
C -1.08 -0.61 4.50
C -1.82 -0.11 3.33
C -2.14 -1.25 2.52
H -2.26 0.89 3.25
C -1.61 -2.40 3.14
C -0.99 -2.04 4.35
H -0.61 -2.73 5.11
H -1.01 -0.07 5.44
H -2.78 -1.23 1.64
H -1.74 -3.42 2.77
Ga 0.34 -0.01 2.99
Si 0.99 0.34 -0.41
C -0.11 1.90 -0.36
C 0.39 3.12 -0.83
H 1.45 3.22 -1.08
C -0.48 4.19 -1.08
H -0.10 5.10 -1.55
C -1.83 4.07 -0.76
H -2.50 4.91 -0.96
C -2.31 2.89 -0.19
H -3.36 2.81 0.08
C -1.46 1.80 0.02
H -1.85 0.89 0.48
C -0.10 -1.26 -0.43
C -1.31 -1.33 -1.14
H -1.75 -0.42 -1.59
C -1.94 -2.56 -1.35
H -2.83 -2.62 -1.99
C -1.44 -3.71 -0.75
H -1.92 -4.68 -0.92
C -0.31 -3.63 0.07
H 0.06 -4.53 0.56
C 0.36 -2.42 0.23
H 1.26 -2.36 0.85
H 0.52 0.23 1.29
Si 1.32 0.10 -2.62
C 1.16 -1.51 -3.49
C 0.48 -1.51 -4.72
H 0.29 -0.56 -5.23
C 0.04 -2.72 -5.26
H -0.52 -2.71 -6.19
C 0.32 -3.92 -4.59
H -0.05 -4.86 -5.00
C 1.09 -3.92 -3.42
H 1.31 -4.85 -2.91
C 1.56 -2.72 -2.90
H 2.19 -2.69 -2.00
C 0.58 1.44 -3.63
C -0.81 1.51 -3.69
H -1.41 0.72 -3.23
C -1.42 2.59 -4.33
H -2.51 2.64 -4.35
C -0.64 3.55 -4.97
H -1.12 4.36 -5.53
C 0.77 3.46 -4.94
H 1.37 4.19 -5.48
C 1.38 2.41 -4.25
H 2.47 2.32 -4.19
H 2.64 0.48 -2.00
Cl 2.87 0.38 0.57
C 2.03 1.79 7.48
O 1.44 2.22 6.20
C 1.38 1.33 5.25
O 0.79 1.60 4.15
N 1.92 0.13 5.46
N 1.90 -0.79 4.35
H 3.10 1.56 7.41
H 1.47 0.93 7.88
H 1.90 2.67 8.11
H 2.53 -0.04 6.26
H 2.81 -0.82 3.88
H 1.68 -1.73 4.69

Properties
Energy above the lowest of the compared OMol25 structures with the same formula, charge and spin   66.0 kcal/mol
Highest occupied orbital energy   -9.65 eV
Electronic energy   -4424.75971 hartree
Total charge   +1
Gap between HOMO and LUMO   6.52 eV